No. 1
This record from OMol25 describes the molecule C4H10NO3. The level of theory is ωB97M-V/def2-TZVPD.

Summary:
HOMO-LUMO gap (spin up / spin down) ... 0.157 / 0.413 hartree
HOMO level (spin up / spin down) ... -3.505 / -10.752 eV
Relative energy (zero: lowest compared OMol25 entry of this formula, charge and spin) ... 2.132 eV
Expectation value of S² ... 0.75

The geometry in ORCA input format:
```
! RIJCOSX wB97M-V def2-TZVPD def2/J DEFGRID3
* xyz 0 2
O -1.86242 0.51552 -1.82502
C -1.79911 0.08169 -0.70201
O -2.82387 -0.39968 -0.00664
C -0.44736 -0.18247 -0.02839
C 0.60736 0.80512 -0.51121
C 1.95403 0.08614 -0.64661
O 2.33711 -0.36813 0.67063
N -0.61352 -0.13529 1.47376
H -3.69183 -0.45782 -0.41818
H -0.15485 -1.18662 -0.34003
H 0.39793 1.12127 -1.53817
H 0.72204 1.76205 -0.01137
H 1.90393 -0.74905 -1.34630
H 2.77249 0.74897 -0.93940
H 2.63802 -1.28584 0.68776
H 0.19609 -0.56868 1.99732
H -1.48705 -0.64627 1.68003
H -0.64899 0.85909 1.80384
*
```


No. 2
This record from OMol25 describes a structure of composition C30H30N9O6SW. The level of theory is ωB97M-V/def2-TZVPD.

Summary:
HOMO-LUMO gap (spin up / spin down) ... 0.258 / 0.279 hartree
HOMO level (spin up / spin down) ... -10.037 / -10.807 eV
Relative energy (zero: lowest compared OMol25 entry of this formula, charge and spin) ... 2.136 eV
Expectation value of S² ... 2.01

The geometry in ORCA input format:
```
! RIJCOSX wB97M-V def2-TZVPD def2/J DEFGRID3
* xyz 1 3
W -0.12159 0.18756 0.89769
C -4.59503 -0.39636 -1.35830
O -4.16869 -1.47906 -0.53198
C -3.01486 -2.08362 -0.96048
C -3.05127 -3.37222 -1.46294
C -1.87747 -4.02468 -1.83933
C -0.65673 -3.38511 -1.70461
C -0.61927 -2.10008 -1.17173
C 0.66090 -1.37061 -0.99358
N 1.29644 -1.36272 0.15055
N 2.64124 -0.95364 0.07057
C 2.71730 0.32159 0.17871
O 1.62748 1.04874 0.32568
C 4.01645 1.02259 0.12529
C 5.11722 0.41114 -0.46890
C 6.33682 1.06706 -0.49010
C 6.45978 2.32648 0.08311
C 5.36245 2.93221 0.68024
C 4.13685 2.28351 0.70032
C -1.78261 -1.43455 -0.82461
O -1.67993 -0.19252 -0.32688
H -4.83040 -0.75456 -2.36323
H -3.82854 0.37891 -1.41473
H -5.49576 0.00560 -0.90009
H -4.01400 -3.85882 -1.54983
H -1.92025 -5.02996 -2.23429
H 0.26060 -3.88355 -1.99246
H 1.19658 -0.98901 -1.86581
H 5.00597 -0.56970 -0.91099
H 7.19274 0.59752 -0.95610
H 7.41415 2.83631 0.06615
H 5.46508 3.90694 1.13872
H 3.28299 2.73156 1.19497
N 2.72349 -0.87027 3.29223
N 2.78540 0.52671 3.29016
C 1.68422 1.31258 3.08457
O 1.73827 2.52130 3.24687
O 0.59501 0.66931 2.71558
H 2.91221 -1.22828 4.22016
H 3.40236 -1.23427 2.63396
H 3.57794 1.00042 3.69753
N -3.87475 1.01285 2.96238
C -2.87952 1.47110 2.20728
N -1.97250 0.52159 2.10561
C -2.48291 -0.50745 2.82671
N -3.64138 -0.24897 3.37460
C -1.74041 -1.76019 2.87126
C -2.12465 -2.82158 3.67085
N -1.42315 -3.94781 3.70084
C -0.34623 -3.99344 2.93800
C 0.05296 -2.93394 2.12492
N -0.65615 -1.81044 2.07778
H -4.72512 1.48044 3.23259
H -2.84585 2.44114 1.74544
H -3.01002 -2.74209 4.28792
H 0.23978 -4.90389 2.95622
H 0.93795 -2.98851 1.51349
C -0.00471 6.58279 -4.39354
C 0.05108 5.79178 -3.11846
C 1.03557 6.04227 -2.16598
C 1.11874 5.28971 -1.00660
C 0.17860 4.29118 -0.79118
C -0.81173 4.01188 -1.72229
C -0.86427 4.76701 -2.88285
S 0.31993 3.37289 0.70421
C -0.63661 4.37426 1.81910
O -0.63711 2.16396 0.45897
H 0.50424 7.53952 -4.29036
H -1.03523 6.77069 -4.69291
H 0.47851 6.03451 -5.20444
H 1.75850 6.82870 -2.34262
H 1.91048 5.47174 -0.28988
H -1.51331 3.20712 -1.54982
H -1.62959 4.55473 -3.61911
H -1.63092 4.54852 1.41116
H -0.10165 5.31607 1.93918
H -0.64585 3.84610 2.77177
*
```


No. 3
This record from OMol25 describes a structure of composition C3H6N2O2. The level of theory is ωB97M-V/def2-TZVPD.

Summary:
HOMO-LUMO gap (spin up / spin down) ... 0.300 / 0.300 hartree
HOMO level (spin up / spin down) ... -7.872 / -7.871 eV
Relative energy (zero: lowest compared OMol25 entry of this formula, charge and spin) ... 4.843 eV

The geometry in ORCA input format:
```
! RIJCOSX wB97M-V def2-TZVPD def2/J DEFGRID3
* xyz 0 1
C -1.40525 -0.52428 1.15852
N 1.19999 -0.87148 1.25709
C 1.02869 -0.24050 0.16133
C -0.28901 0.14716 -0.31367
N -0.39141 1.01513 -1.41176
O -1.32419 -0.77306 -0.15867
O 2.06238 0.17905 -0.62379
H 1.67394 0.59637 -1.41288
H 2.15334 -1.22011 1.34068
H -0.98876 0.64417 -2.14370
H -0.66900 1.96349 -1.18697
H -1.36494 -1.37334 1.82422
H -1.68579 0.45738 1.50959
*
```


No. 4
This record from OMol25 describes the molecule C15H18N2O3S. The level of theory is ωB97M-V/def2-TZVPD.

Summary:
HOMO-LUMO gap ... 0.262 hartree
HOMO level ... -8.148 eV
Relative energy (zero: lowest compared OMol25 entry of this formula, charge and spin) ... 15.146 eV
SMILES ... CCCCCCNc1c([N+](=O)[O-])c(=O)sc2ccccc12

The geometry in ORCA input format:
```
! RIJCOSX wB97M-V def2-TZVPD def2/J DEFGRID3
* xyz 0 1
C -4.05460 0.33495 1.80314
C -2.86684 -0.10779 2.47661
C -1.78102 0.83976 2.18981
C -0.33723 0.49449 2.90152
C 0.27372 -0.69547 2.53465
C 0.54461 -1.08211 0.97818
N 1.54564 -0.15228 0.53354
C 1.70222 0.30787 -0.83976
C 2.84818 1.11935 -1.08694
N 3.32249 1.79002 -0.04995
O 4.15432 2.65133 -0.30215
O 2.85950 1.78899 0.99611
C 3.62660 1.07376 -2.16670
O 4.45305 1.67086 -2.71665
S 3.36087 -0.37474 -3.46176
C 1.70831 -0.50549 -2.99433
C 0.89919 -1.33079 -4.18565
C -0.45166 -1.22264 -4.13447
C -0.98727 -0.91497 -2.99002
C -0.31525 -0.28027 -1.78690
C 1.08534 -0.33220 -1.89558
H -4.00955 0.70301 0.63067
H -4.24396 1.12290 2.25198
H -4.86665 -0.32636 1.86388
H -2.45500 -1.04749 1.95505
H -3.04085 -0.38245 3.34402
H -1.46419 0.95697 1.08164
H -1.81492 1.92878 2.60228
H -0.56602 0.43499 3.84639
H 0.43982 1.35016 2.61158
H -0.30536 -1.77376 2.79900
H 1.22986 -1.10226 3.01746
H -0.43270 -0.95176 0.57119
H 0.73513 -2.12240 0.64250
H 1.83038 0.39043 1.21859
H 1.58525 -1.76219 -5.11656
H -0.96439 -1.68825 -4.98013
H -2.14452 -0.94268 -3.00274
H -1.10247 0.13971 -1.13951
*
```


No. 5
This record from OMol25 describes the molecule C3H5NS2. The level of theory is ωB97M-V/def2-TZVPD.

Summary:
HOMO-LUMO gap (spin up / spin down) ... 0.269 / 0.254 hartree
HOMO level (spin up / spin down) ... -7.807 / -7.475 eV
Relative energy (zero: lowest compared OMol25 entry of this formula, charge and spin) ... 3.680 eV

The geometry in ORCA input format:
```
! RIJCOSX wB97M-V def2-TZVPD def2/J DEFGRID3
* xyz 0 1
C 0.56852 -0.75908 -0.02544
C -0.81345 -0.86565 0.11042
C 1.25760 0.50299 -0.06326
N -2.21733 1.55085 0.07081
S -2.31407 0.01130 0.02766
S 3.02475 0.52321 0.10923
H 1.04524 -1.74505 0.15968
H -1.23288 -1.97079 0.13316
H 0.68327 1.41113 0.00124
H -2.95308 2.08339 -0.40104
H 2.95142 -0.74229 -0.12247
*
```


No. 6
This record from OMol25 describes the ion C4H8NO2 with charge +1. The level of theory is ωB97M-V/def2-TZVPD.

Summary:
HOMO-LUMO gap ... 0.366 hartree
HOMO level ... -15.517 eV
Relative energy (zero: lowest compared OMol25 entry of this formula, charge and spin) ... 2.470 eV
SMILES ... COC(=O)C(C)=[NH2+]

The geometry in ORCA input format:
```
! RIJCOSX wB97M-V def2-TZVPD def2/J DEFGRID3
* xyz 1 1
C 1.19586 -1.87278 0.02906
O 1.89907 -0.64511 -0.10431
C 1.26099 0.43763 -0.02596
O 1.73203 1.51623 -0.15058
C -0.47784 0.60187 0.22836
C -1.30661 0.46406 -0.96251
N -0.80240 1.36305 1.26815
H 0.89879 -2.04999 1.08047
H 0.20834 -2.02024 -0.58046
H 1.93731 -2.75561 -0.10586
H -2.25069 -0.13073 -0.72938
H -0.63836 0.06273 -1.76729
H -1.80486 1.42623 -1.37566
H -0.19291 1.73534 1.99930
H -1.65871 1.86730 1.19666
*
```


No. 7
This record from OMol25 describes a cluster of 3 separate species, C27H54F3N4O6P2 in total. The level of theory is ωB97M-V/def2-TZVPD.

Summary:
HOMO-LUMO gap ... 0.307 hartree
HOMO level ... -10.443 eV

The geometry in ORCA input format:
```
! RIJCOSX wB97M-V def2-TZVPD def2/J DEFGRID3
* xyz 1 1
C 0.27487 -1.05636 2.89951
C 0.57198 -0.36092 1.96744
C 0.56644 0.56016 0.80130
N -0.81129 0.76898 0.31811
C -1.55209 -0.51461 0.10722
C -0.74869 -1.56127 -0.64226
C -0.26503 -1.08958 -2.01396
P 0.79674 -2.31738 -2.77852
O 1.96969 -2.59614 -1.92872
O 1.20316 -1.57770 -4.13493
C 2.06335 -2.32211 -5.02026
C 1.27608 -3.04684 -6.12148
O -0.04984 -3.60060 -3.19084
C 0.40025 -4.89500 -2.70379
C 0.00529 -5.10153 -1.25066
C -1.50143 1.63910 1.10926
N -2.76088 1.90428 0.78788
O -3.52452 2.73905 1.55909
C -4.01077 2.08946 2.75998
C -5.47808 1.64910 2.61129
N -0.95638 2.21456 2.18634
C 0.41354 2.78957 2.01624
C 0.90037 3.24006 3.38890
C 0.74869 2.23889 4.53649
N -0.62455 2.21287 5.08004
C 1.30977 1.88038 1.15005
C 1.76973 2.66626 -0.11148
C 0.66995 3.14614 -1.09076
C 0.36351 2.26505 -2.26324
F -0.95704 1.96869 -2.45132
C 1.24115 1.80911 -3.17763
F 1.12222 1.93137 -4.47802
F 2.34943 1.16469 -2.84997
P 2.89773 1.29391 2.02050
C 4.12638 2.66618 1.85211
C 3.60812 -0.01493 0.92656
H 0.19546 -1.71770 3.73146
H 1.16632 0.09224 0.01999
H -2.48385 -0.35976 -0.43830
H -1.84464 -0.92623 1.07793
H 0.10445 -1.91165 -0.05972
H -1.39459 -2.43441 -0.75815
H -1.10402 -0.80284 -2.64933
H 0.40332 -0.24346 -1.87008
H 2.78046 -1.63696 -5.46634
H 2.64167 -3.05726 -4.45752
H 1.72191 -4.02651 -6.28193
H 0.24271 -3.17732 -5.80363
H 1.25364 -2.46802 -7.04250
H 1.47580 -4.99667 -2.84230
H -0.07660 -5.64355 -3.33359
H 0.66313 -4.56497 -0.56996
H -0.99161 -4.66340 -1.15348
H -0.05269 -6.16445 -1.02097
H -3.21272 1.52551 -0.02986
H -3.40968 1.21158 3.00112
H -3.90079 2.77086 3.60188
H -5.82636 1.98580 1.63410
H -6.09770 2.10565 3.37746
H -5.56935 0.56578 2.63541
H -1.54539 2.96367 2.54435
H 0.27774 3.71187 1.44679
H 0.27242 4.08840 3.66060
H 1.91204 3.64113 3.35571
H 1.40541 2.59186 5.33498
H 1.13076 1.24954 4.28104
H -1.15303 1.52885 4.54534
H -0.59017 1.80295 6.00798
H 2.55494 2.10095 -0.60921
H 2.22606 3.57501 0.28455
H 1.02404 4.09166 -1.50996
H -0.26231 3.39490 -0.58189
H 3.67611 3.64631 1.99334
H 4.90934 2.49202 2.58748
H 4.60674 2.65618 0.86966
H 4.67067 -0.08977 1.14601
H 3.13529 -0.95284 1.21885
H 3.41376 0.13429 -0.13797
C -0.95784 8.17041 2.48510
C -0.52963 6.91151 1.76021
O -0.70007 5.74723 2.58111
H -0.38538 8.29268 3.40451
H -0.80924 9.05047 1.85950
H -2.01345 8.11753 2.76124
H 0.52776 6.95629 1.50281
H -1.10414 6.78733 0.83661
H -1.63557 5.69304 2.80577
C -1.41283 -9.24270 -3.36283
C -0.25679 -9.49157 -2.41089
O -0.62920 -9.18741 -1.06706
H -1.73741 -8.20268 -3.30179
H -1.13001 -9.46206 -4.39334
H -2.26981 -9.86675 -3.10036
H 0.59028 -8.85444 -2.66265
H 0.06843 -10.53483 -2.46643
H -1.37164 -9.75614 -0.84130
*
```


No. 8
This record from OMol25 describes the molecule C3H10BNO2. The level of theory is ωB97M-V/def2-TZVPD.

Summary:
HOMO-LUMO gap ... 0.359 hartree
HOMO level ... -9.148 eV
Relative energy (zero: lowest compared OMol25 entry of this formula, charge and spin) ... 1.188 eV
SMILES ... CNB(OC)OC

The geometry in ORCA input format:
```
! RIJCOSX wB97M-V def2-TZVPD def2/J DEFGRID3
* xyz 0 1
C 2.42995 0.35056 0.36647
N 1.19231 0.62780 -0.32780
B -0.00053 -0.06141 -0.18026
O -1.29710 0.18640 -0.52974
C -1.89823 1.35209 -1.05922
O 0.23573 -1.41306 0.79562
C -0.97394 -2.15190 0.88020
H 2.79440 -0.68507 0.09137
H 3.08972 1.21287 0.34052
H 2.25134 0.22262 1.41113
H 1.37092 0.97794 -1.23251
H -2.01949 2.04071 -0.25613
H -2.99001 0.99248 -1.21332
H -1.30402 1.77097 -1.81922
H -0.80374 -3.16838 0.48600
H -1.67587 -1.76274 0.21721
H -1.26075 -2.34061 1.93634
*
```


The records above give, respectively, max |F| values of 2.110, 0.687, 1.115, 12.260, 4.079, 4.037, 1.531, 5.026 eV/A.